{"formula": "C58H59N3SSb4Ti", "method": "ωB97M-V/def2-TZVPD", "orbital_gap_ev": [6.7, 6.8], "multiplicity": 3, "homo_ev": [-11.788, -11.952], "s2": 2.011, "energy_ha": -4617.89985, "relative_energy_kcal_mol": 78.9, "mol_weight_g_mol": 1365.11, "largest_force_ev_per_a": 3.86, "charge": 2, "species": ["Ti", "C", "Sb", "C", "C", "C", "C", "C", "C", "C", "C", "C", "Sb", "C", "C", "H", "H", "H", "H", "H", "H", "H", "H", "H", "H", "H", "H", "H", "H", "H", "H", "H", "H", "H", "H", "N", "C", "C", "C", "C", "C", "N", "C", "C", "C", "C", "C", "N", "H", "H", "H", "H", "H", "H", "H", "H", "H", "S", "Sb", "C", "C", "C", "C", "C", "C", "C", "C", "C", "C", "C", "C", "C", "C", "C", "C", "C", "C", "H", "H", "H", "H", "H", "H", "H", "H", "H", "H", "H", "H", "H", "H", "H", "C", "C", "C", "C", "C", "C", "Sb", "C", "C", "C", "C", "C", "C", "C", "C", "C", "C", "C", "C", "H", "H", "H", "H", "H", "H", "H", "H", "H", "H", "H", "H", "H", "H", "H"], "positions_angstrom": [[-0.14048, -0.07745, -0.85903], [2.05522, -1.06965, -2.51983], [0.87462, -2.66885, -3.42123], [-0.54388, -2.77395, -1.75653], [2.28242, -4.24955, -2.71203], [1.90102, -5.10115, -1.54983], [1.36172, -6.36045, -1.81673], [1.09802, -7.26985, -0.81313], [1.36022, -6.92965, 0.50307], [1.88602, -5.68645, 0.78877], [2.16362, -4.75415, -0.21283], [2.80512, -3.48285, 0.19567], [1.45602, -1.85395, 0.84877], [0.38632, -3.04115, 2.28767], [3.01132, -0.94565, 2.04677], [2.44412, -0.42925, -3.30723], [2.89022, -1.45485, -1.93843], [1.38272, -0.48105, -1.87203], [-0.13708, -3.36265, -0.93413], [-1.46638, -3.24115, -2.09313], [-0.74878, -1.72985, -1.45153], [3.23032, -3.73425, -2.54553], [2.39632, -4.87685, -3.59433], [1.18842, -6.64235, -2.84453], [0.71402, -8.24595, -1.06023], [1.17722, -7.63805, 1.29547], [2.13402, -5.44045, 1.81127], [3.43612, -3.08045, -0.59193], [3.42702, -3.64865, 1.07167], [1.06112, -3.30625, 3.10037], [0.03122, -3.95325, 1.80677], [-0.45708, -2.46955, 2.67267], [3.24322, -1.60615, 2.87907], [2.68402, 0.02055, 2.42437], [3.90682, -0.81425, 1.43917], [-1.48538, 2.61325, -0.68973], [-0.16048, 2.66275, -0.26943], [0.32812, 3.86875, 0.24027], [1.67902, 4.00525, 0.50557], [2.51772, 2.91875, 0.25507], [1.97072, 1.75205, -0.21773], [0.65342, 1.60595, -0.47863], [-2.41528, 1.58315, -0.64543], [-3.76448, 1.91865, -0.75623], [-4.72198, 0.92545, -0.69023], [-4.30198, -0.38025, -0.43743], [-2.95618, -0.64715, -0.37903], [-2.00488, 0.30225, -0.54673], [-1.93938, 3.51765, -0.60163], [-0.34828, 4.69345, 0.41477], [2.07242, 4.92645, 0.90087], [3.57932, 2.98125, 0.42717], [2.59892, 0.88075, -0.40583], [-4.05058, 2.95145, -0.87963], [-5.76798, 1.15605, -0.79653], [-5.02238, -1.16695, -0.29123], [-2.59578, -1.65305, -0.16873], [-0.48888, 0.38285, 2.04617], [-0.08258, 0.66885, 4.29197], [1.26162, -0.74785, 5.17637], [2.56222, -0.36585, 5.46137], [3.42572, -1.27045, 6.05867], [2.98822, -2.55175, 6.35707], [1.68582, -2.92695, 6.06587], [0.81432, -2.02265, 5.48097], [-1.94238, 0.43115, 5.30897], [-1.97168, -0.08155, 6.59407], [-3.18728, -0.20825, 7.24417], [-4.35548, 0.18425, 6.61157], [-4.31918, 0.69685, 5.32467], [-3.10688, 0.81725, 4.66707], [0.77792, 2.55725, 4.82217], [1.77692, 3.12325, 4.04857], [2.38332, 4.29555, 4.47017], [1.98562, 4.89355, 5.65557], [0.97382, 4.32945, 6.41567], [0.36842, 3.15565, 6.00007], [2.89962, 0.63825, 5.22747], [4.43682, -0.97175, 6.29577], [3.66182, -3.25415, 6.82497], [1.34212, -3.92295, 6.29927], [-0.21178, -2.30265, 5.27297], [-1.05528, -0.38415, 7.08287], [-3.22008, -0.60755, 8.24587], [-5.29818, 0.08785, 7.12567], [-5.22948, 1.00445, 4.83147], [-3.05758, 1.20545, 3.65557], [2.07732, 2.64865, 3.11987], [3.17482, 4.73665, 3.88147], [2.47042, 5.79885, 5.98767], [0.65982, 4.79625, 7.33687], [-0.41668, 2.70785, 6.59387], [-5.15578, -0.03895, -5.03813], [-4.34388, -1.01045, -4.47523], [-3.08428, -0.67155, -4.01073], [-2.63198, 0.63605, -4.12503], [-3.44998, 1.61095, -4.67583], [-4.71138, 1.26925, -5.13653], [-0.64908, 1.09185, -3.42833], [0.49322, 0.39855, -5.11733], [0.01782, -0.52885, -6.02893], [0.81632, -0.91375, -7.09583], [2.08772, -0.38475, -7.24073], [2.55902, 0.55275, -6.33533], [1.76052, 0.94125, -5.27453], [-0.43328, 3.11455, -4.16173], [-0.01198, 4.17635, -3.37543], [0.18752, 5.42515, -3.94863], [-0.01868, 5.60985, -5.30513], [-0.41588, 4.54175, -6.09523], [-0.62588, 3.29885, -5.52623], [-6.13188, -0.30615, -5.41093], [-4.69108, -2.03045, -4.40783], [-2.44048, -1.43255, -3.57323], [-3.09448, 2.63145, -4.76163], [-5.34288, 2.02605, -5.57763], [-0.98298, -0.92905, -5.91703], [0.44022, -1.62145, -7.81843], [2.70782, -0.69875, -8.06503], [3.54232, 0.98305, -6.45343], [2.11142, 1.68825, -4.56813], [0.17462, 4.03915, -2.31643], [0.51562, 6.25515, -3.33763], [0.13902, 6.58255, -5.74613], [-0.55398, 4.67365, -7.15743], [-0.92588, 2.46245, -6.14433]]}



{"formula": "C4H12S", "method": "ωB97M-V/def2-TZVPD", "smiles": "CCS.CC", "orbital_gap_ev": 9.9, "multiplicity": 1, "homo_ev": -9.072, "energy_ha": -557.75980, "relative_energy_kcal_mol": 6.7, "mol_weight_g_mol": 92.21, "largest_force_ev_per_a": 1.39, "charge": 0, "species": ["C", "C", "S", "H", "H", "H", "H", "H", "H", "C", "C", "H", "H", "H", "H", "H", "H"], "positions_angstrom": [[-1.48225, 1.85362, -0.49086], [-2.79479, 1.73366, -1.21246], [-4.25795, 2.37068, -0.33470], [-1.28990, 2.87065, -0.18201], [-1.50218, 1.22512, 0.40847], [-0.69060, 1.44381, -1.11708], [-3.10071, 0.75194, -1.57775], [-2.78747, 2.27710, -2.15585], [-4.72687, 1.22259, 0.16779], [2.32594, -2.17998, 0.30458], [3.35218, -1.74430, 1.34784], [1.30868, -2.29380, 0.67095], [2.26278, -1.46121, -0.50185], [2.58001, -3.07292, -0.24695], [4.24032, -2.36552, 1.31214], [2.96911, -1.94297, 2.34909], [3.59369, -0.68847, 1.25867]]}



Copy entry 2 word for word.
{"formula": "C4H12S", "method": "ωB97M-V/def2-TZVPD", "smiles": "CCS.CC", "orbital_gap_ev": 9.9, "multiplicity": 1, "homo_ev": -9.072, "energy_ha": -557.75980, "relative_energy_kcal_mol": 6.7, "mol_weight_g_mol": 92.21, "largest_force_ev_per_a": 1.39, "charge": 0, "species": ["C", "C", "S", "H", "H", "H", "H", "H", "H", "C", "C", "H", "H", "H", "H", "H", "H"], "positions_angstrom": [[-1.48225, 1.85362, -0.49086], [-2.79479, 1.73366, -1.21246], [-4.25795, 2.37068, -0.33470], [-1.28990, 2.87065, -0.18201], [-1.50218, 1.22512, 0.40847], [-0.69060, 1.44381, -1.11708], [-3.10071, 0.75194, -1.57775], [-2.78747, 2.27710, -2.15585], [-4.72687, 1.22259, 0.16779], [2.32594, -2.17998, 0.30458], [3.35218, -1.74430, 1.34784], [1.30868, -2.29380, 0.67095], [2.26278, -1.46121, -0.50185], [2.58001, -3.07292, -0.24695], [4.24032, -2.36552, 1.31214], [2.96911, -1.94297, 2.34909], [3.59369, -0.68847, 1.25867]]}